[1]
Computed, not measured: the molecule C6H12O, with ωB97M-V/def2-TZVPD.

## Properties
* HOMO: -10.16 eV
* SMILES: CC1(O)CCCC1
* gap between HOMO and LUMO: 11.119 eV
* spin multiplicity: 1

Positions of all 19 atoms, in Å:
1 C 1.837 -0.747 -0.665
2 C 0.659 -0.248 0.167
3 O 1.007 -0.222 1.555
4 C 0.169 1.144 -0.261
5 C -1.251 1.217 0.299
6 C -1.813 -0.177 -0.020
7 C -0.603 -1.137 0.082
8 H 2.645 -0.004 -0.681
9 H 1.536 -0.932 -1.702
10 H 2.236 -1.677 -0.246
11 H 1.681 0.460 1.674
12 H 0.838 1.935 0.101
13 H 0.149 1.207 -1.358
14 H -1.206 1.369 1.384
15 H -1.845 2.027 -0.134
16 H -2.210 -0.184 -1.042
17 H -2.634 -0.462 0.645
18 H -0.554 -1.811 -0.780
19 H -0.641 -1.757 0.982

=====

[2]
Computed, not measured: a cluster of 5 separate species, C9H23Cl3N2O13 in total, with ωB97M-V/def2-TZVPD.

## Properties
* charge: -2
* HOMO: -3.55 eV
* gap between HOMO and LUMO: 7.236 eV
* spin multiplicity: 1

Positions of all 50 atoms, in Å:
1 N -1.487 -0.236 0.814
2 H -1.241 -1.162 1.179
3 H -1.867 0.391 1.538
4 H -2.294 -0.244 0.164
5 H -0.742 0.249 0.305
6 Cl -1.593 -4.030 1.829
7 O -0.707 -5.091 2.272
8 O -2.033 -3.289 2.976
9 O -0.883 -3.168 0.924
10 O -2.739 -4.585 1.149
11 Cl -4.127 2.802 2.062
12 O -4.494 3.482 0.832
13 O -2.800 2.217 1.794
14 O -4.046 3.719 3.147
15 O -5.086 1.787 2.382
16 Cl -4.828 -0.558 -0.850
17 O -4.642 -1.104 0.464
18 O -5.442 -1.570 -1.691
19 O -5.701 0.576 -0.789
20 O -3.553 -0.133 -1.421
21 C 1.844 0.938 -2.845
22 C 1.380 -0.041 -1.775
23 C 2.422 -1.177 -1.634
24 C 3.607 -0.819 -0.786
25 C 3.115 -0.445 0.623
26 C 2.169 0.798 0.568
27 N 1.156 0.586 -0.460
28 O 0.279 1.688 -0.522
29 C 1.597 0.855 1.983
30 C 3.094 2.015 0.306
31 C 0.042 -0.721 -2.180
32 H 2.237 0.355 -3.676
33 H 2.550 1.710 -2.532
34 H 1.024 1.571 -3.204
35 H 1.945 -2.021 -1.120
36 H 2.723 -1.638 -2.579
37 H 4.172 0.010 -1.222
38 H 4.270 -1.659 -0.556
39 H 4.040 -0.218 1.166
40 H 2.738 -1.287 1.207
41 H 0.887 0.054 2.203
42 H 2.360 0.846 2.755
43 H 0.944 1.733 2.070
44 H 4.076 1.975 0.771
45 H 3.205 2.280 -0.745
46 H 2.551 2.881 0.706
47 H 0.105 -1.368 -3.050
48 H -0.742 0.036 -2.180
49 H -0.210 -1.378 -1.344
50 H 0.726 2.388 -1.027

=====

[3]
Computed, not measured: a cluster of 2 separate species, C14H26F4N3O5S in total, with ωB97M-V/def2-TZVPD.

## Properties
* charge: +1
* HOMO: -12.25 eV
* gap between HOMO and LUMO: 7.531 eV
* spin multiplicity: 1

Positions of all 53 atoms, in Å:
1 N 2.146 -2.825 2.511
2 C 1.298 -2.760 3.708
3 C -0.231 -2.857 3.515
4 C -1.038 -1.572 3.803
5 C -1.883 -0.988 2.667
6 C -1.128 -0.510 1.438
7 C -2.009 0.216 0.378
8 N -2.361 1.549 0.826
9 C -1.027 0.242 -0.751
10 N -0.098 -0.623 -0.635
11 C 1.082 -0.722 -1.522
12 C 1.802 -2.064 -1.445
13 C 2.781 -2.169 -2.598
14 F 2.135 -2.359 -3.761
15 F 3.498 -1.032 -2.717
16 F 3.631 -3.181 -2.417
17 C -0.377 -1.505 0.537
18 S -1.329 -2.982 -0.037
19 O -2.653 -2.967 0.451
20 O -0.469 -4.096 0.066
21 F -1.428 -2.639 -1.576
22 H 2.247 -1.922 2.064
23 H 1.802 -3.500 1.837
24 H 1.553 -1.837 4.232
25 H 1.620 -3.575 4.357
26 H -0.586 -3.619 4.209
27 H -0.451 -3.258 2.520
28 H -0.385 -0.791 4.204
29 H -1.747 -1.791 4.602
30 H -2.367 -0.088 3.057
31 H -2.683 -1.675 2.392
32 H -0.374 0.231 1.727
33 H -2.883 -0.386 0.110
34 H -1.896 2.289 0.311
35 H -3.355 1.723 0.766
36 H -1.036 0.968 -1.560
37 H 0.758 -0.498 -2.538
38 H 1.767 0.070 -1.218
39 H 1.129 -2.917 -1.502
40 H 2.398 -2.131 -0.534
41 H 0.547 -1.943 0.905
42 C 1.050 3.574 -4.260
43 O 0.672 4.901 -3.895
44 C 0.125 5.033 -2.693
45 O -0.077 4.135 -1.904
46 O -0.159 6.309 -2.499
47 C -0.754 6.625 -1.234
48 H 1.475 3.655 -5.255
49 H 1.793 3.183 -3.567
50 H 0.177 2.921 -4.282
51 H -0.083 6.355 -0.421
52 H -1.704 6.105 -1.121
53 H -0.914 7.697 -1.250

=====

[4]
Computed, not measured: the ion C8H19BO3P with charge +1, with ωB97M-V/def2-TZVPD.

## Properties
* charge: +1
* HOMO: -12.98 eV
* gap between HOMO and LUMO: 8.446 eV
* spin multiplicity: 1

Positions of all 32 atoms, in Å:
1 C -2.919 0.385 4.025
2 B -1.451 -0.136 3.502
3 O -0.504 -0.503 4.523
4 P -1.013 -0.292 1.606
5 C 0.586 0.609 1.138
6 C 1.764 -0.391 0.626
7 C 2.597 0.207 -0.604
8 C 2.420 -0.585 -1.985
9 C 0.924 -1.036 -2.316
10 O 0.584 -0.630 -3.698
11 C -0.806 -0.289 -3.636
12 C -1.118 1.286 -3.468
13 O -1.733 -1.117 -3.664
14 H -3.445 -0.554 4.438
15 H -3.463 0.838 3.133
16 H -2.823 1.100 4.912
17 H -1.052 -0.630 5.338
18 H -1.041 -1.669 1.179
19 H -2.076 0.413 0.920
20 H 0.357 1.289 0.235
21 H 0.972 1.233 2.017
22 H 2.490 -0.480 1.518
23 H 1.390 -1.456 0.436
24 H 3.720 0.233 -0.348
25 H 2.327 1.311 -0.811
26 H 3.165 -1.449 -2.044
27 H 2.731 0.146 -2.820
28 H 0.873 -2.187 -2.326
29 H 0.123 -0.581 -1.646
30 H -0.749 1.898 -4.361
31 H -0.591 1.624 -2.512
32 H -2.238 1.411 -3.308